# 1
Below is C5H9ClSi in the gas phase in a non-equilibrium geometry, with properties calculated with the ωB97M-V functional and the def2-TZVPD basis.

CARTESIAN COORDINATES (ANGSTROEM)
C (2.14117, -0.66400, 0.27450)
C (-0.08364, 1.94830, 0.64693)
C (1.14718, -1.09154, -0.55646)
C (-1.10480, 1.57879, -0.17305)
C (-0.14753, -1.38692, 0.05896)
Si (-1.55442, -0.21509, -0.59183)
Cl (-3.45942, -0.36246, 0.30043)
H (3.10177, -0.55671, -0.12428)
H (2.02602, -0.74198, 1.43625)
H (0.16097, 3.06811, 0.77029)
H (0.61129, 1.15764, 0.90411)
H (1.23360, -0.94258, -1.67884)
H (-1.83097, 2.42285, -0.42918)
H (-0.09667, -1.14562, 1.14640)
H (-0.41627, -2.36498, -0.10014)
H (-1.72826, -0.70382, -1.88408)

Atoms 1-2, force components in eV/Å:
0.150 0.090 3.042
2.046 1.981 0.772

- Expectation value of S²: 2.009
- LUMO (alpha / beta): 0.2163 / -3.9484 eV
- Relative energy (zero: lowest compared OMol25 entry of this formula, charge and spin): 41.27 kcal per mole
- Charge: 0
- 2S+1: 3
- Frontier orbital gap (alpha / beta): 4.77 / 4.89 eV

Here are the Löwdin charges for atoms 1 to 4, given in e:
1 C 0.02
2 C -0.11
3 C -0.23
4 C -0.31

***

# 2
Below is a molecular structure, C48H42Cl4FMoN6O8S in a non-equilibrium geometry, with properties calculated with the ωB97M-V functional and the def2-TZVPD basis.

CARTESIAN COORDINATES (ANGSTROEM)
Mo (1.68408, -1.09939, 0.64697)
Cl (3.81193, 2.60076, 6.30196)
C (3.07954, 2.11884, 4.84682)
C (1.74786, 2.55936, 4.59018)
Cl (1.05537, 3.62323, 5.70780)
C (1.03792, 2.03025, 3.58691)
Cl (-0.62818, 2.29687, 3.32791)
C (1.62857, 0.94568, 2.89709)
O (0.89118, 0.12935, 2.19411)
C (3.05657, 0.62547, 2.91622)
O (3.45791, -0.26935, 2.07608)
C (3.76607, 1.23665, 3.96292)
Cl (5.36987, 0.73504, 4.19790)
C (-2.99433, -3.34387, 7.43742)
C (-2.67787, -3.40686, 5.99391)
C (-2.96954, -4.44354, 5.15919)
C (-2.52963, -4.44281, 3.82905)
C (-1.69232, -3.41960, 3.39077)
C (-1.48113, -2.26722, 4.18182)
C (-1.87100, -2.36089, 5.51569)
S (-0.83714, -3.52548, 1.81488)
O (-0.59858, -4.95199, 1.53973)
O (-1.52683, -2.68013, 0.87177)
N (0.61220, -2.81162, 2.01927)
C (1.40836, -3.20677, 3.06077)
C (1.43399, -4.44404, 3.69225)
C (2.30526, -4.65909, 4.75585)
C (3.30789, -3.74817, 4.99499)
C (3.22932, -2.53353, 4.30069)
N (2.25184, -2.26100, 3.43939)
H (-3.91799, -3.86083, 7.69432)
H (-3.11102, -2.33653, 7.69183)
H (-2.14137, -3.74475, 8.00914)
H (-3.49198, -5.26815, 5.54091)
H (-2.80891, -5.22579, 3.10697)
H (-0.94328, -1.43781, 3.80634)
H (-1.54782, -1.59623, 6.21567)
H (0.70280, -5.16275, 3.33540)
H (2.28164, -5.59300, 5.32998)
H (4.10201, -3.95079, 5.70237)
H (4.01368, -1.76352, 4.34291)
F (-1.33607, 4.58926, -0.39733)
C (-1.71840, 3.51918, -1.17063)
C (-1.11518, 2.30164, -0.75980)
C (-1.39246, 1.10232, -1.45906)
C (-0.63115, -0.05380, -1.09682)
O (-0.05184, -0.13176, 0.02604)
C (-0.64718, -1.12246, -2.05117)
C (-1.65622, -1.10538, -3.01751)
N (-2.44980, 0.01661, -3.30272)
C (-3.59770, -0.33970, -4.01470)
C (-4.92433, 0.35997, -3.86488)
C (-4.18375, 0.49508, -5.14129)
C (-2.33902, 1.21034, -2.51681)
C (-2.97306, 2.42295, -2.85139)
C (-2.67755, 3.64868, -2.17245)
N (-3.31997, 4.84189, -2.60176)
C (-2.81169, 6.11335, -2.06488)
C (-3.30099, 7.28273, -2.89293)
N (-4.85980, 7.27150, -2.97988)
C (-5.35119, 5.93493, -3.53275)
C (-4.81193, 4.76916, -2.70151)
C (0.33182, -2.27841, -2.05251)
O (0.22048, -3.20771, -2.86803)
O (1.16158, -2.23337, -1.04980)
H (-0.45220, 2.13970, 0.08164)
H (-1.79731, -1.92792, -3.74289)
H (-3.84194, -1.39796, -4.08272)
H (-4.94836, 1.20900, -3.21606)
H (-5.73203, -0.36162, -3.89470)
H (-3.61519, 1.38582, -5.37025)
H (-4.48629, -0.20531, -5.92972)
H (-3.55365, 2.50741, -3.77753)
H (-1.68666, 6.14427, -2.11300)
H (-3.15189, 6.31183, -1.01562)
H (-2.94274, 7.13925, -3.89905)
H (-2.91614, 8.18723, -2.42576)
H (-5.21172, 8.00831, -3.56066)
H (-5.30948, 7.41970, -2.06121)
H (-4.96485, 5.93340, -4.57372)
H (-6.44599, 5.97559, -3.57217)
H (-5.29768, 3.85798, -3.14661)
H (-5.19131, 4.87405, -1.67151)
C (2.60637, -4.73634, -0.15618)
C (3.64058, -3.58671, -0.03318)
C (4.02420, -3.13299, -1.45342)
C (4.82638, -4.01659, 0.81325)
O (3.10008, -2.42560, 0.71262)
H (3.22586, -5.64323, -0.33691)
H (1.94133, -4.54989, -1.06241)
H (2.01393, -4.89494, 0.74367)
H (4.51635, -4.04034, -1.85805)
H (4.67935, -2.24739, -1.38475)
H (3.14138, -3.03530, -2.07868)
H (5.36205, -4.80956, 0.28499)
H (4.47212, -4.38373, 1.80595)
H (5.58711, -3.27188, 0.99979)
N (4.96087, 2.61763, -7.72871)
C (4.53788, 2.34483, -6.67455)
C (4.24656, 2.02757, -5.30658)
C (5.14067, 1.30894, -4.51885)
C (4.76977, 0.90186, -3.24153)
C (3.51724, 1.31857, -2.70982)
C (2.71637, 2.22478, -3.47037)
C (3.07265, 2.55673, -4.76036)
C (3.10543, 0.62084, -1.59445)
C (2.61214, 0.13577, -0.55931)
H (6.04349, 0.90687, -4.98982)
H (5.37970, 0.33034, -2.53277)
H (1.82581, 2.58568, -3.01940)
H (2.44829, 3.20039, -5.41025)

Atoms 1-2, force components in eV/Å:
1.085 -2.099 3.831
0.798 0.312 0.702

- Expectation value of S²: 2.043
- LUMO (alpha / beta): -0.9858 / -0.9861 eV
- Relative energy (zero: lowest compared OMol25 entry of this formula, charge and spin): 7.77 kcal per mole
- Charge: -1
- 2S+1: 3
- Frontier orbital gap (alpha / beta): 1.77 / 1.83 eV

Here are the Löwdin charges for atoms 1 to 4, given in e:
1 Mo 1.82
2 Cl 0.62
3 C -0.73
4 C -0.79

***

# 3
Below is 2 unconnected molecules or ions with the total composition C3H3F3O in a non-equilibrium geometry, with properties calculated with the ωB97M-V functional and the def2-TZVPD basis.

CARTESIAN COORDINATES (ANGSTROEM)
C (-2.59461, 0.42897, 0.78197)
C (-2.35970, -0.31992, -0.11132)
C (1.83524, 0.08128, -0.39692)
O (0.96315, 0.26553, 0.57460)
F (-2.11235, -0.98286, -1.17918)
F (2.99759, -0.41479, 0.05432)
F (1.46082, -0.67950, -1.46423)
H (-2.85201, 1.17545, 1.47445)
H (1.99989, 1.02503, -0.86612)
H (0.66197, -0.57919, 1.13243)

Atoms 1-2, force components in eV/Å:
-0.021 -0.132 -0.197
0.047 0.188 -0.652

- LUMO: 0.6233 eV
- Relative energy (zero: lowest compared OMol25 entry of this formula, charge and spin): 70.17 kcal per mole
- Charge: 0
- Frontier orbital gap: 11.37 eV
- SMILES: OC(F)F.C#CF

Here are the Löwdin charges for atoms 1 to 4, given in e:
1 C 0.10
2 C -0.24
3 C -0.57
4 O 0.07

***

# 4
Below is a molecular structure, C20H10BrF6N6O5ReS2 in a non-equilibrium geometry, with properties calculated with the ωB97M-V functional and the def2-TZVPD basis.

CARTESIAN COORDINATES (ANGSTROEM)
Re (-0.54373, -0.29392, 0.91069)
Br (5.04871, 3.93499, -1.30629)
C (3.90822, 2.78442, -0.35984)
C (3.49959, 3.12434, 0.92723)
C (2.61022, 2.32577, 1.61189)
C (2.12027, 1.15569, 1.01619)
O (1.21802, 0.39573, 1.66200)
C (2.64115, 0.77006, -0.23782)
C (2.16774, -0.53638, -0.71289)
N (1.52563, -0.63050, -1.79893)
C (0.79608, -1.74439, -2.16634)
C (0.72932, -2.04195, -3.51449)
C (0.14117, -3.22160, -3.97763)
C (-0.33766, -4.13364, -3.08032)
C (-0.33500, -3.84609, -1.69973)
C (-0.71713, -4.82367, -0.76188)
C (-0.58332, -4.55780, 0.57429)
C (-0.25097, -3.26936, 0.96972)
N (-0.01827, -2.25876, 0.12378)
C (0.12300, -2.58136, -1.22521)
C (3.49249, 1.59814, -0.94359)
H (3.87450, 4.02839, 1.38683)
H (2.26028, 2.59200, 2.59943)
H (2.32734, -1.37356, -0.02281)
H (1.19892, -1.35205, -4.20254)
H (0.11265, -3.42809, -5.03845)
H (-0.71412, -5.09454, -3.40553)
H (-1.06761, -5.78884, -1.10467)
H (-0.78236, -5.30286, 1.33019)
H (-0.21279, -3.02965, 2.02060)
H (3.84138, 1.30371, -1.92343)
F (-2.32319, 2.41836, -3.25776)
C (-2.36357, 2.54346, -1.95088)
F (-2.62566, 3.79669, -1.62758)
F (-3.29516, 1.73867, -1.44652)
S (-0.70601, 2.06977, -1.22303)
O (-0.91958, 0.63009, -0.90135)
O (0.26916, 2.35213, -2.20365)
N (-0.48956, 2.91902, 0.07522)
S (-1.15675, 2.62833, 1.47114)
O (-0.27230, 2.85671, 2.55190)
O (-1.85730, 1.32015, 1.44915)
C (-2.57066, 3.83688, 1.63388)
F (-2.18021, 5.01434, 1.19680)
F (-3.58892, 3.38824, 0.91099)
F (-2.91562, 3.90420, 2.90058)
N (-3.91415, -1.17804, 6.17779)
C (-2.98356, -1.27529, 5.50433)
N (-1.90847, -1.41728, 4.76802)
C (-1.43224, -1.18173, 3.68123)
N (-0.83997, -1.06891, 2.63928)

Atoms 1-2, force components in eV/Å:
1.843 0.425 0.675
0.083 0.052 -0.050

- Expectation value of S²: 3.792
- LUMO (alpha / beta): -5.6168 / -5.4934 eV
- Charge: +1
- 2S+1: 4
- Frontier orbital gap (alpha / beta): 5.68 / 5.83 eV

Here are the Löwdin charges for atoms 1 to 4, given in e:
1 Re 1.76
2 Br 0.80
3 C -0.68
4 C -0.09

***

no.,DFT total energy (hartree)
1,-945.389528
2,-5191.614190
3,-490.838878
4,-5520.399043